The following is a DFT calculation (wB97M-V/def2-TZVPD) of the molecule C3HNOS2.

Each line ends with the natural charge from an NBO analysis.
Geometry (Å):
S (1.654, 0.538, -0.001)  0.236
S (-2.584, 0.166, -0.001)  0.216
O (-0.331, 2.345, -0.001)  -0.453
N (-0.312, -1.234, -0.004)  -0.454
C (-0.990, -0.016, 0.001)  -0.123
C (0.965, -1.074, -0.003)  -0.002
C (-0.033, 1.189, -0.005)  0.362
H (1.631, -1.913, 0.013)  0.218

Forces on atoms 1 to 3 (eV/Å):
S -0.134 -0.009 -0.028
S 0.136 0.019 0.016
O 0.255 -0.644 -0.028

Its frontier orbital gap is 0.27463 Ha. The relative energy (zero: lowest compared OMol25 entry of this formula, charge and spin) is 8.0 kcal per mole. The value obtained for the electronic energy is -28334.10680 eV. Its SMILES is O=C1SC=NC1=S. For the molar mass, the calculation gives 131.2 g mol⁻¹. The multiplicity is 1. The calculation puts the highest occupied orbital energy at -9.485 eV.

The following is a DFT calculation (wB97M-V/def2-TZVPD) of the molecule C3HNOS2.

Each line ends with the natural charge from an NBO analysis.
Geometry (Å):
S (-0.264, -0.389, 1.671)  0.238
S (-0.169, -0.225, -2.581)  0.209
O (-1.362, -1.928, -0.232)  -0.451
N (0.705, 1.001, -0.366)  -0.455
C (0.640, 0.904, 0.914)  -0.011
C (-0.022, -0.021, -0.985)  -0.117
C (-0.692, -0.977, 0.015)  0.364
H (1.163, 1.634, 1.564)  0.224

Forces on atoms 1 to 3 (eV/Å):
S -0.031 -0.010 -0.076
S 0.033 0.054 0.595
O 0.142 0.218 0.128

Its frontier orbital gap is 0.27428 Ha. The relative energy (zero: lowest compared OMol25 entry of this formula, charge and spin) is 8.2 kcal per mole. The value obtained for the electronic energy is -28334.09918 eV. Its SMILES is O=C1SC=NC1=S. For the molar mass, the calculation gives 131.2 g mol⁻¹. The multiplicity is 1. The calculation puts the highest occupied orbital energy at -9.484 eV.

The following is a DFT calculation (wB97M-V/def2-TZVPD) of a cluster of 2 separate species, C3HO2 in total at a distorted geometry.

Each line ends with the natural charge from an NBO analysis.
Geometry (Å):
O (0.934, 0.649, -1.418)  -0.641
O (-0.234, -1.240, -1.920)  -0.659
C (-0.240, -0.387, 0.661)  -0.327
C (0.272, -0.329, -1.345)  0.971
C (-0.266, 0.454, 1.548)  -0.523
H (-0.467, 0.853, 2.473)  0.179

Forces on atoms 1 to 3 (eV/Å):
O 0.486 0.553 -0.032
O -0.129 -0.302 -0.089
C 0.600 0.502 -1.365

Its frontier orbital gap is 0.32889 Ha. The relative energy (zero: lowest compared OMol25 entry of this formula, charge and spin) is 21.0 kcal per mole. The value obtained for the electronic energy is -7220.71180 eV. Its net charge is -1. For the molar mass, the calculation gives 69.0 g mol⁻¹. The multiplicity is 1. The calculation puts the highest occupied orbital energy at -4.433 eV.

The following is a DFT calculation (wB97M-V/def2-TZVPD) of the ion C3HO3S with charge -1 at a distorted geometry.

Each line ends with the natural charge from an NBO analysis.
Geometry (Å):
S (0.819, -0.885, -1.142)  0.086
O (0.302, 1.052, 0.700)  -0.572
O (2.315, 1.044, -0.321)  -0.622
O (-1.689, 0.831, 1.818)  -0.640
C (1.193, 0.588, -0.233)  0.620
C (-0.981, -1.019, -1.144)  -0.598
C (-0.933, 0.420, 0.980)  0.630
H (-1.025, -2.032, -0.658)  0.096

Forces on atoms 1 to 3 (eV/Å):
S -0.107 0.690 0.203
O 0.617 0.812 0.116
O -0.816 0.294 0.273

Its frontier orbital gap (alpha / beta) is 0.25119 / 0.25131 Ha. The relative energy (zero: lowest compared OMol25 entry of this formula, charge and spin) is 91.9 kcal per mole. The value obtained for the electronic energy is -20102.18614 eV. Its net charge is -1. For the molar mass, the calculation gives 117.1 g mol⁻¹. The multiplicity is 1. The calculation puts the highest occupied orbital energy (alpha / beta) at -3.311 / -3.314 eV.

The following is a DFT calculation (wB97M-V/def2-TZVPD) of a structure of composition C3I4 at a distorted geometry.

Each line ends with the natural charge from an NBO analysis.
Geometry (Å):
I (2.650, 0.063, 1.131)  0.295
I (-0.329, 1.322, -2.337)  0.173
I (-1.533, -2.428, 0.352)  0.253
I (-1.575, 2.463, 1.206)  -0.003
C (-0.380, -0.695, 0.061)  -0.178
C (0.724, -0.028, 0.430)  -0.212
C (-0.290, 0.669, -0.382)  -0.327

Forces on atoms 1 to 3 (eV/Å):
I -0.716 -0.070 -0.103
I 0.020 0.556 -1.122
I 0.686 1.034 -0.337

Its frontier orbital gap (alpha / beta) is 0.23985 / 0.21888 Ha. The relative energy (zero: lowest compared OMol25 entry of this formula, charge and spin) is 0.0 kcal per mole. The value obtained for the electronic energy is -35508.05001 eV. For the molar mass, the calculation gives 543.6 g mol⁻¹. The multiplicity is 3. The calculation puts the highest occupied orbital energy (alpha / beta) at -6.952 / -9.196 eV.

The following is a DFT calculation (wB97M-V/def2-TZVPD) of a structure of composition C3KLi2O3 at a distorted geometry.

Each line ends with the natural charge from an NBO analysis.
Geometry (Å):
K (4.575, -1.118, 0.295)  0.133
O (1.635, -0.444, 0.250)  -0.956
O (-2.637, 0.747, 0.103)  -0.596
O (-1.552, -1.266, 0.326)  -0.649
C (0.045, 1.166, -0.759)  -1.045
C (0.955, 0.556, -0.158)  0.224
C (-1.962, -0.210, 0.008)  1.105
Li (-1.397, 2.529, -0.382)  0.918
Li (0.340, -1.962, 0.316)  0.865

Forces on atoms 1 to 3 (eV/Å):
K -0.475 0.068 -0.011
O 0.423 -0.005 0.454
O -0.488 -0.273 -0.759

Its frontier orbital gap (alpha / beta) is 0.10654 / 0.24037 Ha. The relative energy (zero: lowest compared OMol25 entry of this formula, charge and spin) is 0.6 kcal per mole. The value obtained for the electronic energy is -25986.22518 eV. For the molar mass, the calculation gives 137.0 g mol⁻¹. The multiplicity is 2. The calculation puts the highest occupied orbital energy (alpha / beta) at -3.323 / -6.952 eV.